No. 1
Formula: C33H44FN6
Source: the OMol25 dataset
Level of theory: ωB97M-V/def2-TZVPD

Geometry as XYZ:
```
84
Properties=species:S:1:pos:R:3
C -1.632 2.965 2.683
N 0.769 3.179 2.563
H -5.201 0.291 -0.161
H -10.037 0.152 -2.089
C 0.763 3.490 3.878
N -0.954 -0.824 -0.933
H 3.267 -0.251 -1.586
H 6.186 3.687 4.890
H 4.249 2.266 4.203
H -0.397 2.674 0.939
H 1.099 -1.527 -0.923
C -1.606 3.287 4.036
H -2.078 -8.238 -1.381
F -2.830 2.891 -0.726
C 5.501 0.395 -0.046
N -6.727 0.865 -2.078
C 6.471 -0.098 4.552
C 6.292 2.612 4.802
C 1.503 0.970 -2.411
C -1.676 -7.316 -1.790
N 5.280 0.482 4.287
H -6.895 -1.395 -4.593
C 4.653 1.795 -0.118
N -2.929 0.205 -0.163
C -0.392 -7.286 -2.324
H 1.298 -0.987 -3.733
C 7.600 0.604 4.944
H -3.442 -6.143 -1.374
H -9.311 -1.345 -3.954
H 0.000 -1.420 1.232
H -2.565 -0.028 2.228
H 3.465 -0.658 0.561
C 3.128 0.748 -2.178
C 5.218 1.824 4.419
H -4.239 1.373 1.115
H -8.308 1.544 -0.941
C -4.244 0.944 0.002
H 3.632 0.586 -3.248
C -0.387 3.554 4.649
H -0.056 -2.411 -2.234
H -2.544 0.032 -2.589
C 7.505 1.986 5.069
H 5.641 -0.154 -1.073
H -2.566 2.753 2.176
C -0.430 2.923 1.996
C -1.882 -5.002 -2.319
C 3.858 2.061 -1.525
C -2.438 -6.153 -1.785
C -8.039 0.876 -1.754
H 8.531 0.086 5.146
H 6.496 -1.178 4.436
H 0.228 -8.176 -2.344
H 4.986 -1.734 0.900
C 0.709 -0.368 -2.929
H -4.074 1.888 -2.156
C -8.997 0.105 -2.392
C 0.228 -1.388 -1.726
H 6.548 0.616 0.478
C -6.360 0.046 -3.088
C -4.157 2.245 -1.045
H 5.430 2.669 0.092
H -2.529 3.328 4.608
H 4.597 -0.137 1.985
C -2.222 -0.151 -1.479
H 1.739 3.694 4.310
H 1.416 1.768 -3.295
H -0.275 0.023 -3.480
H 1.043 1.488 -1.466
C 0.079 -6.086 -2.833
C -0.851 -0.934 0.586
H 8.369 2.570 5.373
C 4.602 -0.629 0.923
H 1.076 -6.011 -3.258
C -7.245 -0.758 -3.788
H 3.905 1.796 0.797
H 3.049 2.908 -1.298
H 4.624 2.568 -2.289
C -2.232 -0.200 1.119
H -0.333 3.807 5.702
H -5.301 0.055 -3.329
H -4.982 3.050 -0.842
C -8.588 -0.727 -3.430
H -2.439 -4.069 -2.341
N -0.638 -4.942 -2.843
```

net charge	+1
strongest force on any atom	7.462	eV Å⁻¹
HOMO-LUMO gap	7.774	eV
molecular weight	543.76	g/mol
LUMO energy	-3.4	eV
E_tot	-46577.1154	eV

Results of the Mulliken charge analysis, in e, for atoms 1 through 4: C -0.1733; N -0.4176; H 0.2446; H 0.3697


No. 2
Formula: C33H45AuN5S
Source: the OMol25 dataset
Level of theory: ωB97M-V/def2-TZVPD

Geometry as XYZ:
```
85
Properties=species:S:1:pos:R:3
C -2.030 2.335 -3.875
H -1.099 5.091 -4.316
H 1.442 2.043 7.331
S -0.856 -1.042 3.226
C 1.127 3.005 0.543
C -2.465 -3.078 2.897
C 0.164 2.245 -4.886
C -1.896 1.018 -3.431
H -0.337 -4.103 -0.310
C 0.950 1.452 3.074
H 3.917 -1.868 -0.389
H 0.265 3.295 1.154
C 2.849 -1.684 -0.580
H 1.816 1.958 -2.074
H 3.037 -1.791 2.908
H -2.962 2.866 -3.656
H -0.341 -2.221 -4.857
Au -0.113 0.379 -0.576
H 0.286 2.300 2.815
H -1.377 0.766 5.078
C 1.114 1.545 6.417
C -0.431 -3.115 -2.847
H 1.989 3.585 0.897
H 0.915 2.324 5.678
H 0.350 -3.568 6.874
C -2.713 -1.622 2.957
H 2.131 -2.641 1.657
C 1.372 1.546 0.629
N -2.187 -1.463 0.607
C 0.328 0.911 -4.475
C 1.951 -0.508 1.537
C 2.092 0.775 -0.378
H -0.366 -4.172 -2.939
C -0.802 -1.138 -1.786
C -0.537 -1.018 4.920
C -1.559 -2.674 0.687
H 0.352 0.735 3.665
C -1.629 -2.662 7.099
H -0.854 1.346 7.246
H 0.969 2.724 -5.455
H -2.669 -0.101 -1.730
H 0.918 3.282 -0.491
C -0.090 0.716 6.773
H 3.510 1.963 -1.482
C -2.746 -0.904 1.648
C 1.423 0.794 1.842
N -0.569 -0.952 -3.145
C 2.096 -1.757 2.324
H -3.751 1.105 -2.436
H 1.540 -0.312 -5.770
H 1.765 1.888 3.682
H 2.718 -1.481 -1.651
C -0.731 -3.098 -0.357
H -2.234 4.454 -5.519
N -0.657 -2.494 -1.596
H 2.863 0.533 -2.339
C -0.415 -2.167 -3.786
H 1.884 -0.561 -4.039
H 2.428 0.923 -4.860
C -0.140 -2.578 6.823
H -2.202 -1.814 6.691
C -2.998 0.349 -2.684
H -1.753 -2.662 8.183
C -0.720 0.323 -3.746
H 0.137 -2.859 4.793
C -1.757 -3.546 1.839
H -2.044 -3.592 6.689
H 1.950 0.938 6.060
C -1.218 4.349 -5.118
C 2.357 -0.518 0.184
H 0.385 -1.877 7.480
H -3.353 -1.199 3.731
N 0.134 -2.075 5.446
H -3.480 -0.432 -3.291
H 0.154 -0.110 7.436
H -3.010 0.169 1.651
C 2.613 1.339 -1.638
H -1.251 -4.512 1.772
C -1.012 2.952 -4.612
H -2.796 -3.704 3.712
H 1.233 -1.925 2.990
C 1.606 0.191 -4.791
N -0.818 0.096 5.608
H 2.294 -2.606 -0.342
H -0.497 4.575 -5.910
```

net charge	-1
strongest force on any atom	3.683	eV Å⁻¹
HOMO-LUMO gap (spin up / spin down)	3.553 / 5.444	eV
2S+1	3
molecular weight	740.79	g/mol
LUMO energy (spin up / spin down)	2.7 / 2.7	eV
ΔE to the lowest compared entry with this formula, charge and spin	2.398	eV
E_tot	-56924.0055	eV

Results of the Mulliken charge analysis, in e, for atoms 1 through 4: C -1.2773; H 0.2778; H 0.5243; S -0.0630


No. 3
Formula: C33H45Br2F9NS
Source: the OMol25 dataset
Level of theory: ωB97M-V/def2-TZVPD

Geometry as XYZ:
```
91
Properties=species:S:1:pos:R:3
C 3.242 1.048 -2.995
F 3.989 -6.034 -1.089
H 3.261 -3.732 -1.721
H 3.252 4.358 -2.271
C -2.222 0.126 -0.595
F 4.380 -8.044 0.355
C 2.046 -1.548 -0.955
H -0.350 3.655 3.482
C -0.863 4.510 3.037
F 5.685 -5.445 0.122
H -1.491 2.249 0.183
Br 4.964 -1.384 -6.001
H 3.815 -1.522 0.300
C 2.122 0.597 -2.332
C 4.356 -5.584 0.126
H 1.655 0.010 -4.893
H -0.666 -0.505 -1.900
H -4.761 -3.739 1.581
H -4.186 0.243 2.249
H -1.480 5.193 4.982
H -1.114 7.423 2.944
C 1.762 2.921 -1.636
C 0.036 1.323 -0.995
C -5.376 -1.273 0.320
C 2.450 -0.128 -5.624
H 4.527 2.703 -3.529
C 2.936 3.325 -2.303
N -0.057 3.617 -0.317
H -1.303 -1.609 1.760
C -2.321 -1.429 1.412
H -3.864 1.669 1.300
H 4.929 -3.454 -1.252
H -0.286 -0.620 -0.189
H -5.203 -1.846 -0.588
H -2.647 1.058 -0.977
H -7.135 -0.365 2.134
H -1.744 4.248 0.667
F 3.443 -8.072 2.369
H 2.204 -1.011 -6.210
C -0.726 0.016 -0.956
Br 5.863 -0.094 -3.064
H -4.841 0.519 -0.727
H 0.885 -1.119 -2.773
H -1.872 4.179 2.782
H -2.026 7.462 4.453
F 3.404 -5.855 2.430
C -3.893 0.573 1.252
C 3.641 2.406 -2.987
C -0.767 4.671 0.451
H 2.471 0.726 -6.301
H -7.213 -1.869 3.059
H 2.560 -1.382 -2.999
H 0.043 5.876 4.440
C -2.496 0.016 0.907
H -2.624 6.505 3.089
C -0.959 5.593 4.111
C -5.799 -3.430 1.451
F 4.328 -3.580 1.370
C 1.302 1.571 -1.655
H 0.196 6.009 1.858
C -0.564 2.357 -0.353
H 1.446 -2.453 -0.903
C 3.784 -0.338 -4.969
H -5.915 0.760 0.618
C -6.550 -1.198 2.518
C -5.879 -1.924 1.373
H -1.790 0.641 1.465
S 3.874 -6.939 1.372
C -5.033 0.195 0.295
F 2.385 -4.306 0.597
H 4.141 -1.281 -1.386
C -0.064 4.954 1.794
C 3.538 -1.867 -0.694
F 2.427 -6.984 0.732
H -2.611 -2.163 0.662
C 3.709 -4.182 0.323
H -2.756 -0.672 -1.111
C 3.895 -3.335 -0.928
H 1.407 4.924 -0.902
H 1.761 -0.847 -0.172
H -0.854 5.555 -0.173
C 1.055 3.903 -0.951
F 5.312 -6.922 2.036
H -5.821 -0.827 3.243
C 1.852 -0.880 -2.339
C -1.727 6.828 3.622
H -6.150 -3.903 0.531
H 0.889 4.422 1.802
H -2.966 -1.597 2.274
H -6.396 -3.819 2.272
C 4.140 0.167 -3.790
```

net charge	+1
strongest force on any atom	0.825	eV Å⁻¹
HOMO-LUMO gap	6.564	eV
molecular weight	818.59	g/mol
LUMO energy	-4.0	eV
E_tot	-211811.2012	eV

Results of the Mulliken charge analysis, in e, for atoms 1 through 4: C 1.1722; F -0.2925; H 0.4505; H 0.4301


No. 4
Formula: C33H46BF3N6PbSi2Te
Source: the OMol25 dataset
Level of theory: ωB97M-V/def2-TZVPD

Geometry as XYZ:
```
93
Properties=species:S:1:pos:R:3
H -12.820 0.980 14.859
C -14.779 -8.679 12.627
N -9.729 0.320 14.055
H -15.605 -2.931 11.223
C -9.392 -6.123 14.351
H -12.592 -3.317 9.756
H -12.513 -4.980 9.923
H -16.512 -6.100 10.904
C -9.827 -4.465 16.163
H -8.162 -3.714 13.713
H -12.274 -7.411 16.717
C -14.666 0.689 12.320
C -9.640 -2.190 9.818
C -15.589 1.177 13.312
H -16.702 0.454 15.075
N -10.278 0.860 12.923
H -14.895 -6.333 17.555
Pb -13.350 -3.325 13.818
C -16.019 -6.837 11.202
H -14.108 -1.634 17.698
C -14.585 -5.116 16.955
N -9.253 -0.587 11.157
H -11.933 2.135 12.469
H -8.080 -6.151 9.647
H -10.848 -3.813 16.820
H -10.174 -2.622 9.011
H -9.313 -2.335 14.228
C -12.246 -9.407 13.871
H -10.143 -7.341 9.087
H -7.704 -1.354 12.071
C -14.239 -0.603 12.312
H -12.265 -10.143 13.023
H -13.686 -3.017 18.927
H -9.641 -7.056 15.245
F -24.664 1.556 11.766
H -13.842 -4.503 9.169
C -16.191 2.373 13.212
H -10.897 -0.167 15.812
H -12.939 -9.986 14.636
C -15.880 -3.896 11.206
H -16.312 -10.013 12.332
C -8.775 -6.030 11.785
H -12.549 -5.393 15.292
H -9.935 1.609 10.839
N -14.721 -1.613 13.166
H -8.312 -5.911 14.564
C -11.918 0.918 14.387
C -8.869 -6.566 10.391
C -9.578 -6.415 12.772
H -15.940 -1.953 14.735
H -13.827 -9.408 12.795
C -15.649 -1.179 14.112
H -16.426 -4.525 11.833
F -16.027 3.315 12.249
C -16.666 -7.975 11.275
H -11.163 -9.528 14.542
C -14.091 -7.365 12.722
C -9.243 -3.468 13.665
C -12.476 -6.697 15.311
F -17.083 2.951 14.035
Te -15.830 -3.644 17.438
H -7.790 -5.864 11.928
C -8.499 -2.490 10.443
H -13.651 -5.150 16.285
N -9.896 -4.620 14.695
C -14.321 -2.361 18.448
H -9.778 -5.321 16.714
H -14.820 -4.301 14.464
C -8.116 -1.343 11.219
Si -14.283 -4.574 11.628
C -11.421 1.437 13.131
H -8.213 1.398 12.018
C -13.181 -4.202 10.045
N -10.089 -0.999 10.170
C -15.972 -8.943 12.264
H -12.114 -7.681 10.894
H -17.734 -8.289 10.636
C -10.649 0.268 14.938
H -13.529 -0.995 11.663
C -10.209 -6.867 10.096
H -14.232 1.415 11.596
B -9.336 1.020 11.680
Si -12.432 -7.492 13.455
H -7.752 -3.249 10.173
H -9.069 -3.950 16.399
H -14.952 -1.849 19.082
H -13.694 -7.157 15.441
H -9.783 -3.705 12.675
C -14.785 -6.365 11.916
C -10.932 -6.817 12.471
C -16.035 0.184 14.338
C -11.250 -7.104 11.138
H -16.495 -3.957 10.238
```

net charge	-2
strongest force on any atom	9.538	eV Å⁻¹
HOMO-LUMO gap (spin up / spin down)	4.590 / 3.218	eV
molecular weight	985.55	g/mol
LUMO energy (spin up / spin down)	2.7 / 1.3	eV
ΔE to the lowest compared entry with this formula, charge and spin	24.484	eV
E_tot	-81008.3661	eV

Results of the Mulliken charge analysis, in e, for atoms 1 through 4: H 0.7151; C 0.1464; N -0.9236; H 0.4315


No. 5
Formula: C33H46BF5N6V
Source: the OMol25 dataset
Level of theory: ωB97M-V/def2-TZVPD

Geometry as XYZ:
```
92
Properties=species:S:1:pos:R:3
H -2.367 2.427 -4.384
H -1.085 -0.888 -3.676
H 1.128 -0.057 -2.493
C -1.786 0.013 2.623
H -5.021 2.601 1.245
F -2.914 -1.057 0.838
C -4.017 -0.969 2.888
N -0.180 -1.552 0.354
C -4.033 -0.552 4.211
C -0.225 -2.809 -3.113
N -1.141 1.309 -0.181
H -0.306 3.546 -3.609
H 0.891 -4.001 -4.522
H 4.885 -0.275 -1.005
H 0.454 2.433 2.896
C -0.493 -3.550 1.913
H 1.911 -3.115 -3.390
N 1.332 0.623 0.982
C 1.073 1.998 -4.036
H 0.959 -0.090 3.818
H 1.850 3.488 2.674
F -5.050 -1.612 2.374
H 1.083 0.952 -4.339
C 3.607 -0.714 -2.638
C -1.383 2.034 -4.638
H -1.453 0.950 -4.714
C 2.370 1.425 3.136
H -3.193 3.922 0.234
C -0.367 -1.619 -4.052
H -2.954 2.446 2.774
C 0.983 -3.680 -3.485
H 1.055 -4.571 -2.861
H 1.278 -2.589 2.709
C 1.958 0.278 4.062
H 2.653 -0.559 3.989
C -1.775 2.893 -1.586
C -0.789 2.131 -2.216
H -0.723 -1.969 -5.020
C 4.558 1.561 -2.023
C 2.444 0.971 1.715
H -2.725 4.148 2.430
N 1.753 0.327 -0.328
C -0.231 -2.512 -1.637
H -4.696 2.136 -0.426
C 3.532 0.847 0.908
C -0.317 2.453 -3.614
C 1.462 2.651 3.255
N -0.037 -1.340 -1.014
H -0.479 -5.594 1.109
H -0.664 -4.529 -0.863
C -2.954 0.151 4.748
C 3.084 0.439 -0.364
C -2.975 2.937 0.647
C -1.971 2.390 -0.329
C 4.041 0.210 -1.504
C -1.863 0.429 3.958
H -0.236 -1.838 3.259
H 0.591 -1.127 -4.216
H 2.962 -0.210 -3.354
C -2.904 -0.675 2.132
V -0.468 0.131 1.161
H -2.274 3.751 -2.008
N -0.410 1.167 -1.364
H 1.387 2.587 -4.897
C 0.071 -4.975 1.817
H -1.396 3.041 2.181
H -4.148 1.106 0.896
H -1.108 2.422 -5.619
F -5.076 -0.807 4.962
H 4.558 1.029 1.185
H 3.754 2.147 -2.468
H 0.275 -3.374 3.919
F -3.001 0.552 6.004
H 1.810 2.147 -3.247
C -0.475 -3.487 -0.666
H 0.004 -5.456 2.792
H 1.370 2.961 4.295
H 4.497 -1.039 -3.176
C -4.286 2.142 0.584
H 1.934 0.617 5.097
H 5.014 2.154 -1.230
H 3.385 1.726 3.396
C -0.403 -2.886 0.566
H 3.101 -1.606 -2.266
H -1.556 -3.632 2.167
C -2.478 3.144 2.088
B 0.648 0.018 -1.433
F -0.878 1.127 4.515
H -1.118 -3.430 -3.236
H 5.312 1.386 -2.790
C 0.243 -2.781 3.005
H 1.120 -4.953 1.516
```

net charge	+2
strongest force on any atom	0.741	eV Å⁻¹
HOMO-LUMO gap (spin up / spin down)	6.642 / 7.422	eV
2S+1	2
molecular weight	683.52	g/mol
LUMO energy (spin up / spin down)	-8.4 / -7.7	eV
ΔE to the lowest compared entry with this formula, charge and spin	0.042	eV
E_tot	-83846.4930	eV

Results of the Mulliken charge analysis, in e, for atoms 1 through 4: H 0.4183; H 0.2518; H -0.9100; C 1.5125


Number 2 is which compound? C33H45AuN5S


The lowest E_tot belongs to which entry? C33H45Br2F9NS